(1)
This record from OMol25 describes the molecule C17H12Cl2N2OS at a distorted geometry. The level of theory is ωB97M-V/def2-TZVPD.

Positions of all 35 atoms, in Å:
1 O 1.781 -2.168 1.590
2 Cl 5.658 2.420 -0.286
3 Cl 3.182 4.314 0.275
4 N -2.172 -0.312 0.128
5 S -0.411 2.016 -2.569
6 C 0.599 -2.228 1.324
7 C -1.509 -1.278 0.814
8 C -1.694 2.723 -3.481
9 C -2.931 2.758 -2.753
10 C -2.847 1.899 -1.503
11 C -0.086 -1.232 0.569
12 C -1.557 1.410 -1.304
13 C 0.110 0.026 -0.040
14 C 3.888 0.577 -0.418
15 C 2.637 0.027 -0.328
16 C 1.566 2.097 0.027
17 C 4.037 1.872 -0.173
18 C 2.883 2.637 0.046
19 C 1.425 0.716 -0.128
20 N -1.235 0.508 -0.324
21 C -0.089 -3.523 1.608
22 C -2.275 -2.301 1.606
23 C -1.387 -3.272 2.435
24 H -1.545 3.393 -4.314
25 H -3.802 3.372 -2.906
26 H -3.563 1.728 -0.708
27 H 4.673 -0.113 -0.488
28 H 2.666 -1.023 -0.375
29 H 0.723 2.792 -0.060
30 H -0.452 -3.869 0.696
31 H 0.569 -4.266 2.129
32 H -2.987 -1.756 2.274
33 H -2.749 -2.882 0.824
34 H -1.207 -2.843 3.414
35 H -1.900 -4.219 2.397

The SMILES is O=C1CCCc2nn(-c3cccs3)c(-c3ccc(Cl)c(Cl)c3)c21. The value obtained for the energy above the lowest of the compared OMol25 structures with the same formula, charge and spin is 1.764 eV. Its charge is 0. Its maximum force is 4.9 eV/A. The multiplicity is 1. For the energy, the calculation gives -58729.0104 eV. The value obtained for the HOMO energy is -8.255 eV. The value obtained for the LUMO energy is -0.57 eV.

***

(2)
This record from OMol25 describes a cluster of 2 separate species, C31H53BBrIO12PS in total. The level of theory is ωB97M-V/def2-TZVPD.

Positions of all 101 atoms, in Å:
1 C 2.083 -0.912 -5.671
2 C 1.363 -0.358 -4.438
3 C -0.134 -0.708 -4.440
4 Br -0.265 -2.574 -3.863
5 C -1.081 0.301 -3.728
6 C -0.376 1.232 -2.717
7 C 0.674 0.672 -1.729
8 C 0.552 1.308 -0.333
9 C 1.885 1.463 0.426
10 C 1.893 2.700 1.354
11 C 1.262 2.473 2.743
12 C 2.172 2.813 3.945
13 C 2.396 1.651 4.928
14 C 1.394 1.626 6.090
15 C 1.789 0.640 7.207
16 C 0.670 -0.311 7.680
17 C 0.185 -0.020 9.099
18 O -0.590 1.167 9.154
19 C -1.964 0.950 8.962
20 C -1.630 1.174 -4.941
21 C -0.552 1.839 -5.803
22 C -1.124 2.539 -7.067
23 C -0.328 2.193 -8.326
24 I -1.534 2.255 -10.093
25 C -2.644 2.224 -4.500
26 S -4.055 1.399 -3.867
27 O -4.548 0.508 -4.881
28 O -4.959 2.319 -3.245
29 O -3.367 0.577 -2.722
30 C -2.323 -0.397 -3.075
31 P -2.009 -1.343 -1.452
32 C -3.310 -0.649 -0.341
33 C -3.076 0.802 0.116
34 C -2.748 -3.010 -1.823
35 C -3.596 -3.590 -0.690
36 H 3.042 -0.406 -5.807
37 H 2.283 -1.978 -5.567
38 H 1.501 -0.753 -6.584
39 H 1.486 0.725 -4.403
40 H 1.814 -0.790 -3.544
41 H -0.457 -0.786 -5.479
42 H 0.109 2.053 -3.250
43 H -1.172 1.704 -2.133
44 H 0.661 -0.419 -1.655
45 H 1.669 0.920 -2.118
46 H 0.075 2.287 -0.423
47 H -0.078 0.642 0.259
48 H 2.715 1.545 -0.280
49 H 2.053 0.566 1.027
50 H 1.359 3.494 0.827
51 H 2.930 3.026 1.468
52 H 0.950 1.427 2.816
53 H 0.351 3.070 2.812
54 H 3.140 3.170 3.589
55 H 1.723 3.647 4.494
56 H 2.346 0.703 4.388
57 H 3.407 1.728 5.341
58 H 0.412 1.367 5.683
59 H 1.329 2.641 6.489
60 H 2.634 0.044 6.858
61 H 2.134 1.227 8.063
62 H 1.007 -1.347 7.626
63 H -0.194 -0.201 7.020
64 H -0.393 -0.865 9.492
65 H 1.046 0.144 9.752
66 H -2.195 0.665 7.928
67 H -2.340 0.159 9.624
68 H -2.482 1.878 9.200
69 H -2.162 0.472 -5.594
70 H 0.025 2.569 -5.234
71 H 0.173 1.106 -6.162
72 H -1.078 3.623 -6.927
73 H -2.179 2.302 -7.208
74 H 0.080 1.186 -8.294
75 H 0.483 2.894 -8.498
76 H -2.267 2.897 -3.731
77 H -3.038 2.819 -5.324
78 H -2.746 -1.099 -3.801
79 H -3.304 -1.299 0.536
80 H -4.309 -0.742 -0.775
81 H -2.716 0.834 1.146
82 H -4.025 1.345 0.099
83 H -2.394 1.352 -0.522
84 H -3.293 -2.995 -2.770
85 H -1.887 -3.667 -1.960
86 H -4.569 -3.109 -0.606
87 H -3.075 -3.485 0.265
88 H -3.741 -4.662 -0.839
89 B 3.160 -4.346 1.603
90 O 3.809 -4.047 2.893
91 C 4.142 -5.179 3.498
92 O 4.684 -5.284 4.558
93 C 3.701 -6.345 2.584
94 O 3.841 -7.510 2.813
95 O 3.141 -5.816 1.507
96 O 1.793 -3.781 1.533
97 C 1.706 -2.963 0.500
98 O 0.740 -2.357 0.133
99 C 3.085 -2.929 -0.196
100 O 3.358 -2.285 -1.169
101 O 3.889 -3.737 0.470

Its charge is -1. Its maximum force is 0.7 eV/A. The multiplicity is 1. For the energy, the calculation gives -156527.8571 eV. The value obtained for the HOMO energy is -6.249 eV. The value obtained for the LUMO energy is 1.53 eV.

***

(3)
This record from OMol25 describes a cluster of 2 separate species, CH6NO2 in total. The level of theory is ωB97M-V/def2-TZVPD.

Positions of all 10 atoms, in Å:
1 O 2.367 -0.519 -0.662
2 H 2.701 0.314 -0.991
3 N -1.182 0.660 1.351
4 C -1.277 0.285 -0.137
5 O -0.246 -0.432 -0.568
6 H -0.178 0.743 1.444
7 H -1.401 -0.225 1.792
8 H -2.275 -0.204 -0.202
9 H -1.396 1.251 -0.676
10 H 1.386 -0.326 -0.612

The value obtained for the energy above the lowest of the compared OMol25 structures with the same formula, charge and spin is 0.168 eV. Its charge is -1. Its maximum force is 1.0 eV/A. The multiplicity is 1. For the energy, the calculation gives -6719.6627 eV. The value obtained for the HOMO energy is -3.135 eV. The value obtained for the LUMO energy is 4.61 eV.

***

(4)
This record from OMol25 describes a cluster of 2 separate species, C15H31N4O8P in total at a distorted geometry. The level of theory is ωB97M-V/def2-TZVPD.

Positions of all 59 atoms, in Å:
1 O -2.281 -4.951 -0.567
2 O -2.122 -0.289 -2.440
3 O -4.610 -2.567 2.418
4 O 4.167 7.717 -2.840
5 O -0.963 -1.678 -1.042
6 O -0.554 -1.163 1.572
7 O 5.532 5.693 -2.413
8 O 4.094 6.048 -4.532
9 C -2.324 -4.605 0.602
10 C -1.074 -0.749 -2.019
11 C -3.573 -2.848 3.010
12 N -3.563 -3.238 4.293
13 N 1.673 1.842 -1.957
14 N 1.396 -1.056 -1.961
15 N -2.273 -3.316 0.935
16 C -2.402 -5.661 1.688
17 C -4.759 -3.364 5.124
18 C 2.715 0.982 -1.341
19 C 2.727 -0.409 -1.998
20 C 0.326 1.240 -1.851
21 C 1.708 3.275 -1.609
22 C 0.277 -0.178 -2.450
23 C 2.862 3.963 -2.330
24 C -1.457 -0.731 3.681
25 C 2.802 5.484 -2.141
26 C -2.221 -2.747 2.298
27 C -1.757 -1.279 2.286
28 P 4.173 6.258 -2.979
29 H 0.012 -1.806 -0.998
30 H -0.788 -1.325 0.646
31 H 6.161 6.297 -2.827
32 H 3.623 6.858 -4.776
33 H -2.673 -3.448 4.717
34 H 1.427 -1.930 -2.499
35 H -2.276 -2.679 0.147
36 H -3.325 -5.534 2.249
37 H -2.409 -6.643 1.217
38 H -1.537 -5.583 2.341
39 H -5.001 -2.398 5.571
40 H -5.608 -3.687 4.516
41 H -4.594 -4.097 5.916
42 H 2.520 0.873 -0.269
43 H 3.708 1.426 -1.455
44 H 3.048 -0.300 -3.039
45 H 3.460 -1.042 -1.488
46 H 0.035 1.202 -0.795
47 H -0.410 1.863 -2.373
48 H 0.773 3.757 -1.917
49 H 1.805 3.403 -0.526
50 H 0.311 -0.104 -3.542
51 H 3.815 3.585 -1.947
52 H 2.811 3.721 -3.397
53 H -2.372 -0.680 4.270
54 H -0.725 -1.362 4.186
55 H -1.054 0.278 3.591
56 H 2.865 5.749 -1.085
57 H 1.878 5.893 -2.551
58 H -1.486 -3.306 2.874
59 H -2.514 -0.657 1.807

The SMILES is CNC(=O)[C@@H](NC(C)=O)[C@@H](C)O.O=C(O)[C@H]1CN(CCCP(=O)(O)O)CCN1. The value obtained for the energy above the lowest of the compared OMol25 structures with the same formula, charge and spin is 0.403 eV. Its charge is 0. Its maximum force is 3.0 eV/A. The multiplicity is 1. For the energy, the calculation gives -47690.5322 eV. The value obtained for the HOMO energy is -9.094 eV. The value obtained for the LUMO energy is 0.44 eV.

***

(5)
This record from OMol25 describes a cluster of 6 separate species, C5H21Br4N3O3 in total at a distorted geometry. The level of theory is ωB97M-V/def2-TZVPD.

Positions of all 36 atoms, in Å:
1 N -3.129 0.360 2.908
2 H -2.326 0.242 2.307
3 H -3.127 -0.440 3.526
4 H -3.937 0.428 2.306
5 H -3.039 1.196 3.468
6 N -2.650 2.456 -0.585
7 H -2.392 3.120 -1.301
8 H -1.841 1.941 -0.267
9 H -3.330 1.776 -0.894
10 H -3.048 3.030 0.145
11 N -3.467 -1.569 -2.208
12 H -4.001 -2.323 -1.801
13 H -3.843 -0.673 -1.934
14 H -3.148 -1.545 -3.166
15 H -2.688 -1.596 -1.566
16 O 0.659 -0.389 0.557
17 C -0.584 -0.140 0.173
18 O -1.160 0.676 0.818
19 O -1.051 -0.706 -0.785
20 H 0.612 0.248 1.274
21 Br 3.854 -0.707 -2.778
22 C 2.110 0.256 -2.534
23 C 2.373 1.541 -1.708
24 Br 0.869 2.757 -1.633
25 H 1.462 -0.436 -1.996
26 H 1.580 0.378 -3.478
27 H 3.255 2.070 -2.068
28 H 2.571 1.251 -0.675
29 Br 4.360 -2.478 3.704
30 C 3.134 -1.884 2.279
31 C 3.936 -1.468 1.036
32 Br 5.138 -0.029 1.498
33 H 2.444 -1.065 2.484
34 H 2.645 -2.784 1.907
35 H 3.232 -1.167 0.260
36 H 4.528 -2.328 0.725

The value obtained for the energy above the lowest of the compared OMol25 structures with the same formula, charge and spin is 2.394 eV. Its charge is +2. Its maximum force is 8.5 eV/A. The multiplicity is 1. For the energy, the calculation gives -296292.5193 eV. The value obtained for the HOMO energy is -13.172 eV. The value obtained for the LUMO energy is -7.59 eV.

***

(6)
This record from OMol25 describes a structure of composition C4H6HgMgO5 at a distorted geometry. The level of theory is ωB97M-V/def2-TZVPD.

Positions of all 17 atoms, in Å:
1 C -3.322 -0.479 -1.212
2 O -2.902 -0.956 -0.162
3 O -2.860 -0.535 -2.304
4 Hg -1.045 -1.900 -0.463
5 O -5.288 -2.767 3.205
6 O -5.740 -1.972 -0.003
7 C -6.250 -0.743 -0.022
8 C -6.969 -0.635 1.333
9 O -5.990 -0.773 2.352
10 C -6.186 -1.779 3.411
11 Mg -4.516 -2.179 1.543
12 H -5.155 -0.380 -1.110
13 H -6.161 0.345 -0.234
14 H -7.724 -1.434 1.426
15 H -7.444 0.356 1.409
16 H -6.013 -1.228 4.353
17 H -7.245 -2.100 3.361

The value obtained for the energy above the lowest of the compared OMol25 structures with the same formula, charge and spin is 0.000 eV. Its charge is +1. Its maximum force is 7.6 eV/A. The multiplicity is 2. For the energy, the calculation gives -24089.3513 eV. The value obtained for the HOMO energy (spin up / spin down) is -12.521 / -12.943 eV. The value obtained for the LUMO energy (spin up / spin down) is -6.37 / -6.67 eV.